An isolated molecule of C4H9NO2, computed with the ωB97M-V functional and the def2-TZVPD basis.

Each atom is followed by the atoms it is bonded to, with distances in Å.
Atoms and positions in Å:
1 C -0.15 -1.26 1.07  C2 1.539, H8 1.096, H9 1.097, H10 1.096
2 C 0.66 -0.14 0.40  C1 1.539, C3 1.530, N5 1.490, H11 1.099
3 C 0.87 -0.46 -1.08  C2 1.530, O4 1.398, H12 1.094, H13 1.103
4 O 1.41 0.60 -1.83  C3 1.398, H14 0.969
5 N 0.05 1.21 0.58  C2 1.490, C6 1.412, O7 1.532
6 C -1.34 1.31 0.33  N5 1.412, O7 1.381, H15 1.082, H16 1.088
7 O -0.56 1.87 -0.67  N5 1.532, C6 1.381
8 H -0.32 -1.09 2.14  C1 1.096
9 H 0.39 -2.20 0.98  C1 1.097
10 H -1.13 -1.41 0.59  C1 1.096
11 H 1.63 -0.06 0.91  C2 1.099
12 H 1.58 -1.29 -1.16  C3 1.094
13 H -0.10 -0.80 -1.48  C3 1.103
14 H 0.74 1.30 -1.80  O4 0.969
15 H -1.83 1.99 1.01  C6 1.082
16 H -1.90 0.43 0.01  C6 1.088

Calculated values
**Largest force on an atom**: 0.7 eV/A
**E_HOMO**: -0.3608 Ha
**Gap between HOMO and LUMO**: 10.75 eV
**Structure (SMILES)**: C[C@@H](CO)N1CO1
**Energy**: -9875.90081 eV
**Relative energy (zero: lowest compared OMol25 entry of this formula, charge and spin)**: 401.4 kJ/mol

An isolated molecule of C4H9NO2, computed with the ωB97M-V functional and the def2-TZVPD basis.

Each atom is followed by the atoms it is bonded to, with distances in Å.
Atoms and positions in Å:
1 C 1.77 -1.64 0.94  C2 1.526, H8 1.097, H9 1.094, H10 1.096
2 C 0.76 -0.96 0.01  C1 1.526, C3 1.522, H11 1.097, H12 1.098
3 C -0.23 -0.09 0.77  C2 1.522, O4 1.434, H13 1.095, H14 1.095
4 O -1.22 0.43 -0.13  C3 1.434, C5 1.352
5 C -0.82 1.47 -0.88  O4 1.352, O6 1.212, N7 1.367
6 O 0.21 2.10 -0.71  C5 1.212
7 N -1.75 1.74 -1.85  C5 1.367, H15 1.007, H16 1.008
8 H 1.26 -2.28 1.67  C1 1.097
9 H 2.46 -2.26 0.37  C1 1.094
10 H 2.36 -0.90 1.49  C1 1.096
11 H 1.28 -0.32 -0.71  C2 1.097
12 H 0.20 -1.71 -0.56  C2 1.098
13 H -0.80 -0.68 1.50  C3 1.095
14 H 0.27 0.74 1.28  C3 1.095
15 H -1.44 2.33 -2.60  N7 1.007
16 H -2.41 1.01 -2.07  N7 1.008

Calculated values
**Largest force on an atom**: 0.4 eV/A
**E_HOMO**: -0.3821 Ha
**Gap between HOMO and LUMO**: 11.34 eV
**Structure (SMILES)**: CCCOC(N)=O
**Energy**: -9879.90531 eV
**Relative energy (zero: lowest compared OMol25 entry of this formula, charge and spin)**: 15.0 kJ/mol

An isolated molecule of C4H9NO2 at a distorted geometry, computed with the ωB97M-V functional and the def2-TZVPD basis.

Each atom is followed by the atoms it is bonded to, with distances in Å.
Atoms and positions in Å:
1 O -2.06 -1.94 -1.17  C2 1.201
2 C -1.84 -0.90 -0.61  O1 1.201, C3 1.555, H8 1.102
3 C -0.44 -0.68 0.05  C2 1.555, C4 1.524, N7 1.458, H9 1.097
4 C 0.39 0.39 -0.63  C3 1.524, C5 1.544, O6 1.436, H10 1.090
5 C 1.86 0.50 -0.14  C4 1.544, H11 1.088, H12 1.094, H13 1.084
6 O -0.19 1.70 -0.48  C4 1.436, H14 0.964
7 N -0.53 -0.55 1.50  C3 1.458, H15 1.018, H16 1.013
8 H -2.52 -0.04 -0.50  C2 1.102
9 H 0.15 -1.59 -0.10  C3 1.097
10 H 0.43 0.15 -1.69  C4 1.090
11 H 2.22 1.31 -0.78  C5 1.088
12 H 2.45 -0.37 -0.43  C5 1.094
13 H 1.96 0.64 0.93  C5 1.084
14 H 0.10 2.03 0.38  O6 0.964
15 H -0.72 0.43 1.73  N7 1.018
16 H -1.27 -1.08 1.94  N7 1.013

Calculated values
**Largest force on an atom**: 2.1 eV/A
**E_HOMO**: -0.3415 Ha
**Gap between HOMO and LUMO**: 10.03 eV
**Structure (SMILES)**: C[C@H](O)[C@@H](N)C=O
**Energy**: -9878.18980 eV
**Relative energy (zero: lowest compared OMol25 entry of this formula, charge and spin)**: 180.5 kJ/mol

An isolated molecule of C4H9NO2, computed with the ωB97M-V functional and the def2-TZVPD basis.

Each atom is followed by the atoms it is bonded to, with distances in Å.
Atoms and positions in Å:
1 C 1.33 1.88 -1.05  N2 1.458, H8 1.097, H9 1.093, H10 1.101
2 N -0.06 1.54 -0.78  C1 1.458, C3 1.445, H11 1.017
3 C -0.21 0.49 0.21  N2 1.445, C4 1.532, H12 1.098, H13 1.099
4 C 0.00 -0.91 -0.37  C3 1.532, O5 1.204, O6 1.358
5 O 0.25 -1.09 -1.54  C4 1.204
6 O -0.03 -1.96 0.49  C4 1.358, C7 1.424
7 C -1.11 -2.05 1.41  O6 1.424, H14 1.091, H15 1.096, H16 1.095
8 H 1.79 2.31 -0.15  C1 1.097
9 H 1.35 2.65 -1.83  C1 1.093
10 H 1.94 1.03 -1.39  C1 1.101
11 H -0.47 1.20 -1.64  N2 1.017
12 H -1.19 0.57 0.69  C3 1.098
13 H 0.53 0.64 1.01  C3 1.099
14 H -0.89 -2.90 2.06  C7 1.091
15 H -2.03 -2.25 0.85  C7 1.096
16 H -1.23 -1.16 2.03  C7 1.095

Calculated values
**Largest force on an atom**: 0.6 eV/A
**E_HOMO**: -0.3352 Ha
**Gap between HOMO and LUMO**: 9.94 eV
**Structure (SMILES)**: CNCC(=O)OC
**Energy**: -9878.41097 eV
**Relative energy (zero: lowest compared OMol25 entry of this formula, charge and spin)**: 159.2 kJ/mol

An isolated molecule of C4H9NO2, computed with the ωB97M-V functional and the def2-TZVPD basis.

Each atom is followed by the atoms it is bonded to, with distances in Å.
Atoms and positions in Å:
1 N 1.44 0.42 1.11  C2 1.357, H8 1.009, H9 1.015
2 C 1.39 -0.87 0.69  N1 1.357, O3 1.221, C4 1.530
3 O 2.32 -1.65 0.86  C2 1.221
4 C 0.12 -1.35 -0.02  C2 1.530, C5 1.534, H10 1.099, H11 1.096
5 C -1.11 -0.45 -0.13  C4 1.534, C6 1.530, H12 1.096, H13 1.098
6 C -0.95 0.84 -0.93  C5 1.530, O7 1.429, H14 1.101, H15 1.098
7 O -0.69 1.91 -0.02  C6 1.429, H16 0.965
8 H 2.31 0.73 1.51  N1 1.009
9 H 0.71 1.10 0.89  N1 1.015
10 H 0.45 -1.66 -1.02  C4 1.099
11 H -0.16 -2.28 0.50  C4 1.096
12 H -1.89 -1.05 -0.62  C5 1.096
13 H -1.51 -0.19 0.85  C5 1.098
14 H -0.13 0.74 -1.66  C6 1.101
15 H -1.87 1.06 -1.49  C6 1.098
16 H -0.43 2.69 -0.53  O7 0.965

Calculated values
**Largest force on an atom**: 0.4 eV/A
**E_HOMO**: -0.3459 Ha
**Gap between HOMO and LUMO**: 10.02 eV
**Structure (SMILES)**: NC(=O)CCCO
**Energy**: -9879.46420 eV
**Relative energy (zero: lowest compared OMol25 entry of this formula, charge and spin)**: 57.5 kJ/mol

An isolated molecule of C4H9NO2 at a distorted geometry, computed with the ωB97M-V functional and the def2-TZVPD basis.

Each atom is followed by the atoms it is bonded to, with distances in Å.
Atoms and positions in Å:
1 C -0.34 -1.93 1.63  C2 1.550, H8 1.089, H9 1.088, H10 1.095
2 C -0.08 -1.13 0.33  C1 1.550, C3 1.527, N7 1.471, H11 1.096
3 C -0.51 0.33 0.42  C2 1.527, C4 1.516, H12 1.086, H13 1.093
4 C 0.22 1.32 -0.46  C3 1.516, O5 1.384, O6 1.192
5 O 1.49 1.50 0.09  C4 1.384, H14 0.987
6 O -0.14 2.02 -1.35  C4 1.192
7 N -0.71 -1.87 -0.78  C2 1.471, H15 1.007, H16 1.002
8 H -1.31 -2.42 1.57  C1 1.089
9 H 0.37 -2.73 1.83  C1 1.088
10 H -0.38 -1.19 2.44  C1 1.095
11 H 0.99 -1.17 0.09  C2 1.096
12 H -0.29 0.60 1.45  C3 1.086
13 H -1.56 0.49 0.17  C3 1.093
14 H 2.01 1.98 -0.60  O5 0.987
15 H -1.13 -1.24 -1.45  N7 1.007
16 H -0.31 -2.62 -1.30  N7 1.002

Calculated values
**Largest force on an atom**: 2.5 eV/A
**E_HOMO**: -0.3333 Ha
**Gap between HOMO and LUMO**: 9.82 eV
**Structure (SMILES)**: C[C@@H](N)CC(=O)O
**Energy**: -9878.99377 eV
**Relative energy (zero: lowest compared OMol25 entry of this formula, charge and spin)**: 102.9 kJ/mol

An isolated molecule of C4H9NO2 at a distorted geometry, computed with the ωB97M-V functional and the def2-TZVPD basis.

Each atom is followed by the atoms it is bonded to, with distances in Å.
Atoms and positions in Å:
1 C 1.64 0.13 0.93  O2 1.417, C3 1.538, H8 1.093, H9 1.084
2 O 0.61 0.75 1.70  C1 1.417, H10 0.972
3 C 1.20 -0.99 -0.02  C1 1.538, C4 1.515, H11 1.095, H12 1.082
4 C 0.33 -0.56 -1.19  C3 1.515, C5 1.511, H13 1.095, H14 1.094
5 C -0.93 0.14 -0.73  C4 1.511, N6 1.385, O7 1.212
6 N -1.84 -0.68 -0.07  C5 1.385, H15 1.010, H16 1.011
7 O -1.09 1.34 -0.79  C5 1.212
8 H 2.22 0.89 0.41  C1 1.093
9 H 2.25 -0.38 1.67  C1 1.084
10 H 0.00 1.22 1.12  O2 0.972
11 H 2.17 -1.29 -0.43  C3 1.095
12 H 0.76 -1.77 0.59  C3 1.082
13 H 0.86 0.14 -1.83  C4 1.095
14 H 0.06 -1.41 -1.82  C4 1.094
15 H -1.51 -1.31 0.64  N6 1.010
16 H -2.70 -0.21 0.19  N6 1.011

Calculated values
**Largest force on an atom**: 1.4 eV/A
**E_HOMO**: -0.3664 Ha
**Gap between HOMO and LUMO**: 10.87 eV
**Structure (SMILES)**: NC(=O)CCCO
**Energy**: -9879.22415 eV
**Relative energy (zero: lowest compared OMol25 entry of this formula, charge and spin)**: 80.7 kJ/mol

A 2-piece molecular cluster, C4H9NO2 overall, computed with the ωB97M-V functional and the def2-TZVPD basis.

Each atom is followed by the atoms it is bonded to, with distances in Å.
Atoms and positions in Å:
1 C 0.93 -0.84 2.75  O2 1.406, H8 1.101, H9 1.100, H10 1.092
2 O 0.34 -0.19 1.65  C1 1.406, C3 1.399
3 C 0.77 -0.70 0.42  O2 1.399, C4 1.506, H11 1.104, H12 1.104
4 C 0.00 -0.03 -0.69  C3 1.506, N5 1.266, H13 1.096
5 N -0.91 0.83 -0.53  C4 1.266, H15 1.024
6 C -1.51 1.39 -3.02  O7 1.209, H14 1.105, H16 1.105
7 O -0.95 0.49 -3.61  C6 1.209
8 H 0.67 -1.91 2.77  C1 1.101
9 H 2.02 -0.74 2.73  C1 1.100
10 H 0.54 -0.36 3.65  C1 1.092
11 H 0.62 -1.79 0.36  C3 1.104
12 H 1.85 -0.52 0.27  C3 1.104
13 H 0.26 -0.32 -1.71  C4 1.096
14 H -1.00 2.34 -2.79  C6 1.105
15 H -1.05 1.00 0.47  N5 1.024
16 H -2.57 1.33 -2.71  C6 1.105

Calculated values
**Largest force on an atom**: 0.5 eV/A
**E_HOMO**: -0.3510 Ha
**Gap between HOMO and LUMO**: 10.42 eV
**Structure (SMILES)**: [H]/N=C\COC.C=O
**Energy**: -9877.11228 eV
**Relative energy (zero: lowest compared OMol25 entry of this formula, charge and spin)**: 284.5 kJ/mol